This record from OMol25 describes an isolated molecule of C17H31NO3. The level of theory is ωB97M-V/def2-TZVPD.

Geometry as XYZ:
```
52
Properties=species:S:1:pos:R:3:mulliken_charge:R:1
C -6.587 -0.317 1.196 -1.1424
C -5.925 1.027 0.918 -0.3921
C -5.451 1.180 -0.528 -0.8000
C -4.388 0.172 -0.970 -0.6470
C -3.089 0.279 -0.176 -0.2071
C -2.007 -0.628 -0.762 -1.1121
N -0.775 -0.533 -0.012 -0.0104
C 0.382 -0.104 -0.550 -0.0513
O 0.509 0.239 -1.703 -0.6555
C 1.545 -0.126 0.467 0.5053
C 1.772 -1.610 0.671 -0.0079
O 1.138 -2.262 1.467 -0.6602
O 2.673 -2.113 -0.163 -0.2552
C 2.861 -3.529 -0.148 -0.3442
C 1.809 -4.230 -0.995 -1.1230
C 2.767 0.657 -0.021 0.4268
C 2.421 2.140 -0.176 -0.8675
C 3.634 2.930 -0.658 -0.7637
C 4.800 2.770 0.312 -0.6635
C 5.148 1.295 0.475 -0.7721
C 3.933 0.507 0.958 -0.8343
H -7.001 -0.332 2.202 0.3680
H -5.873 -1.132 1.114 0.2772
H -7.396 -0.496 0.491 0.2877
H -6.645 1.823 1.122 0.3580
H -5.085 1.169 1.600 0.2710
H -5.051 2.189 -0.658 0.3267
H -6.315 1.081 -1.190 0.3590
H -4.783 -0.842 -0.888 0.3036
H -4.168 0.351 -2.025 0.3522
H -2.733 1.311 -0.193 0.2544
H -3.261 -0.004 0.864 0.2647
H -1.773 -0.329 -1.787 0.3918
H -2.353 -1.668 -0.768 0.3945
H -0.772 -0.893 0.931 0.3044
H 1.180 0.286 1.413 0.5336
H 3.862 -3.686 -0.554 0.3272
H 2.816 -3.884 0.887 0.3481
H 2.025 -5.293 -1.043 0.4128
H 1.806 -3.819 -2.002 0.2985
H 0.824 -4.089 -0.555 0.2844
H 3.057 0.260 -0.998 0.2162
H 1.606 2.251 -0.891 0.4001
H 2.089 2.537 0.788 0.3032
H 3.370 3.985 -0.755 0.3637
H 3.930 2.567 -1.644 0.3479
H 5.669 3.320 -0.054 0.3480
H 4.525 3.187 1.283 0.3150
H 5.969 1.180 1.187 0.3647
H 5.478 0.892 -0.485 0.3612
H 3.629 0.879 1.940 0.2832
H 4.202 -0.545 1.066 0.3562
```

Summary:
**SMILES**: CCCCCCNC(=O)[C@@H](C(=O)OCC)C1CCCCC1
**Relative energy (zero: lowest compared OMol25 entry of this formula, charge and spin)**: 54.8 kJ/mol
**Maximum force**: 0.6 eV Å⁻¹
**M**: 297.4 g/mol
**HOMO level**: -9.559 eV


This record from OMol25 describes an isolated molecule of F3HN2O2S at a distorted geometry. The level of theory is ωB97M-V/def2-TZVPD.

Geometry as XYZ:
```
9
Properties=species:S:1:pos:R:3:mulliken_charge:R:1
O -1.062 -1.540 0.283 -0.4775
S -0.794 -0.219 -0.170 1.0700
O -1.819 0.684 -0.410 -0.4870
N 0.388 0.720 1.164 -0.1949
F 0.977 -0.310 1.885 -0.1664
N 0.265 -0.437 -1.567 0.2543
F 1.385 -1.050 -1.160 -0.1168
F 0.646 0.825 -1.923 -0.1452
H 0.014 1.326 1.898 0.2633
```

Summary:
**SMILES**: O=S(=O)(NF)N(F)F
**Relative energy (zero: lowest compared OMol25 entry of this formula, charge and spin)**: 133.7 kJ/mol
**Maximum force**: 5.2 eV Å⁻¹
**M**: 150.1 g/mol
**HOMO level**: -10.730 eV


This record from OMol25 describes an isolated molecule of C4H6F2 at a distorted geometry. The level of theory is ωB97M-V/def2-TZVPD.

Geometry as XYZ:
```
12
Properties=species:S:1:pos:R:3:mulliken_charge:R:1
F 1.064 1.076 -1.581 -0.3098
C 1.128 0.394 -0.343 -0.4717
C -0.070 0.653 0.494 -0.0162
C -0.282 -0.362 1.660 -0.7104
C -1.148 -0.360 0.420 0.0489
F -0.887 -1.358 -0.480 -0.2965
H 1.255 -0.641 -0.590 0.2612
H 2.045 0.669 0.212 0.2999
H -0.295 1.744 0.721 0.3206
H -0.739 -0.042 2.598 0.2762
H 0.544 -1.091 1.731 0.2396
H -2.175 -0.053 0.483 0.3579
```

Summary:
**SMILES**: FC[C@@H]1C[C@@H]1F
**Relative energy (zero: lowest compared OMol25 entry of this formula, charge and spin)**: 83.6 kJ/mol
**Maximum force**: 1.9 eV Å⁻¹
**M**: 92.1 g/mol
**HOMO level**: -10.863 eV


This record from OMol25 describes a cluster of 2 separate species, C4H11BrS2Si in total at a distorted geometry. The level of theory is ωB97M-V/def2-TZVPD.

Geometry as XYZ:
```
19
Properties=species:S:1:pos:R:3:mulliken_charge:R:1
S -2.656 1.366 -1.126 -0.2945
Si -2.375 -0.396 0.204 0.6598
S -3.907 -1.883 0.099 -0.3283
Br -2.458 0.339 2.321 -0.2441
H -1.906 2.042 -0.273 0.1802
H -1.001 -0.921 0.095 -0.0688
H -3.870 -2.424 -1.126 0.1474
C 1.706 -1.003 -1.503 -0.6177
C 1.900 -0.737 -0.218 -0.1884
C 2.113 0.578 0.501 -0.3809
C 0.734 1.234 0.853 -0.3936
H 1.875 -0.363 -2.438 0.2240
H 1.467 -2.038 -1.836 0.2437
H 1.638 -1.685 0.366 0.2253
H 2.770 0.351 1.370 0.2723
H 2.618 1.240 -0.206 0.2735
H 0.423 0.950 1.877 0.2757
H 0.932 2.398 0.899 0.2783
H -0.005 0.952 0.139 -0.2641
```

Summary:
**SMILES**: S[SiH](S)Br.C=CCC
**Relative energy (zero: lowest compared OMol25 entry of this formula, charge and spin)**: 0.0 kJ/mol
**Maximum force**: 3.5 eV Å⁻¹
**M**: 231.3 g/mol
**HOMO level**: -9.746 eV


This record from OMol25 describes a structure of composition C28H35FNO3PSe4Sr at a distorted geometry. The level of theory is ωB97M-V/def2-TZVPD.

Geometry as XYZ:
```
74
Properties=species:S:1:pos:R:3:mulliken_charge:R:1
Sr 0.940 -1.200 1.289 0.8317
Se -2.268 -1.513 2.704 -0.3211
Se -2.395 -1.597 5.113 -0.3812
Se -0.197 -1.694 6.225 -0.2591
Se 1.672 -1.688 4.697 -0.5581
C 1.636 5.621 -2.234 -1.5255
C 1.826 5.805 -0.720 0.3722
C 0.902 6.948 -0.278 -1.0180
C 1.011 7.166 1.217 -1.0079
C 0.715 5.884 1.935 1.3327
C 0.206 5.928 3.243 -0.8536
C -0.046 4.751 3.935 0.1640
F -0.534 4.813 5.181 -0.3581
C 0.212 3.520 3.359 -0.9383
C 0.743 3.470 2.064 0.4439
C 1.071 2.144 1.478 1.3666
O 0.663 1.135 2.040 -0.6801
C 1.915 2.154 0.272 0.3621
C 2.086 3.327 -0.353 -0.6748
N 1.542 4.553 0.019 0.3432
C 1.001 4.646 1.325 -0.9431
C 2.656 0.937 -0.250 -0.2414
O 3.913 1.091 -0.349 -0.7461
O 1.958 -0.047 -0.622 -0.5883
H 1.740 6.577 -2.759 0.4317
H 0.645 5.214 -2.462 0.3530
H 2.383 4.945 -2.660 0.4315
H 2.868 6.094 -0.530 0.1368
H -0.139 6.717 -0.543 0.3451
H 1.167 7.876 -0.800 0.3847
H 0.302 7.946 1.518 0.4172
H 2.018 7.505 1.487 0.2998
H 0.004 6.876 3.732 0.4478
H 0.023 2.608 3.917 0.6688
H 2.731 3.358 -1.228 0.4044
C -0.298 -1.976 -3.540 -1.9139
C -0.251 -3.335 -2.791 1.8578
C -1.425 -4.178 -3.307 -1.7942
C 1.070 -4.015 -3.196 -1.9219
P -0.279 -2.961 -0.968 -0.5567
C -1.935 -2.333 -0.609 1.4953
C -2.061 -0.960 -0.338 -1.0761
C -3.303 -0.388 -0.049 -0.4088
C -4.445 -1.181 -0.026 -0.4872
C -4.342 -2.543 -0.292 -0.6554
C -3.096 -3.111 -0.581 -0.1990
C 0.052 -4.447 0.090 2.1976
C -0.445 -4.178 1.532 -1.1897
C 1.586 -4.636 0.196 -0.8256
C -0.556 -5.769 -0.383 -1.9995
H -0.231 -2.123 -4.625 0.4819
H 0.533 -1.322 -3.249 0.3136
H -1.231 -1.433 -3.349 0.3460
H -1.309 -4.388 -4.378 0.5182
H -2.383 -3.661 -3.199 0.3091
H -1.510 -5.144 -2.807 0.2719
H 1.158 -4.083 -4.287 0.5143
H 1.140 -5.038 -2.817 0.3150
H 1.944 -3.459 -2.837 0.3514
H -1.184 -0.314 -0.348 0.5851
H -3.374 0.677 0.156 0.3242
H -5.412 -0.740 0.198 0.3415
H -5.231 -3.168 -0.277 0.3770
H -3.062 -4.174 -0.792 0.1324
H -0.042 -3.242 1.937 -0.0030
H -0.136 -4.983 2.211 0.5050
H -1.537 -4.124 1.590 0.2264
H 2.083 -3.732 0.571 -0.3390
H 2.045 -4.888 -0.764 0.2522
H 1.835 -5.450 0.887 0.4730
H -1.643 -5.726 -0.475 0.2874
H -0.336 -6.574 0.329 0.4946
H -0.147 -6.094 -1.343 0.3295
H 2.793 -2.677 0.968 -0.3730
```

Summary:
**Net charge**: -2
**Maximum force**: 2.6 eV Å⁻¹
**M**: 887.0 g/mol
**HOMO level**: -0.141 eV


Q: Look up the M of the first one.
A: 297.4 g/mol